Record 1
The ion C6H13NO2P with charge -1, computed with ωB97M-V/def2-TZVPD.

Output
**HOMO energy (alpha / beta)**: 0.282 / -5.838 eV
**LUMO energy (alpha / beta)**: 3.452 / 0.464 eV
**⟨S²⟩**: 2.0066
**Strongest force on any atom**: 0.0829 hartree/bohr
**E**: -21304.7654 eV

The geometry in ORCA input format:
```
! RIJCOSX wB97M-V def2-TZVPD def2/J DEFGRID3
* xyz -1 3
C -0.78936 2.00996 -0.45881
C -1.61691 1.18267 0.47137
C -0.38984 1.27702 -1.73396
C -0.70330 0.07147 0.96555
C 0.55743 0.20735 -1.23089
C -0.03607 -0.70016 -0.21149
N 1.17170 -2.73014 1.69389
O 2.28701 -2.30709 -0.69243
O 2.41644 -0.43830 1.21938
P 1.69806 -1.53365 0.44545
H -1.51647 2.81778 -0.79646
H 0.04386 2.47572 0.02359
H -2.14944 1.72551 1.30631
H -2.42720 0.78822 -0.15784
H -1.23640 0.80532 -2.27973
H 0.23242 1.88418 -2.43616
H 0.17341 0.43695 1.58429
H -1.28597 -0.84394 1.42586
H 1.06285 -0.52920 -1.90277
H 1.31316 0.80913 -0.67742
H -0.61861 -1.36053 -0.74021
H 0.95409 -3.72530 1.63676
H 0.85913 -2.32296 2.54572
*
```



Record 2
The ion C6H9O2 with charge -1, computed with ωB97M-V/def2-TZVPD.

Output
**HOMO energy**: -3.476 eV
**LUMO energy**: 3.509 eV
**SMILES**: C=C(C)CCC(=O)[O-]
**Energy above the lowest of the compared OMol25 structures with the same formula, charge and spin**: 36.5 kcal per mole
**Strongest force on any atom**: 0.1010 hartree/bohr
**E**: -10462.4370 eV

The geometry in ORCA input format:
```
! RIJCOSX wB97M-V def2-TZVPD def2/J DEFGRID3
* xyz -1 1
O -0.03801 -2.01831 2.33565
C 1.05909 -1.68713 1.76630
O 2.11783 -2.04754 2.23217
C 1.00033 -0.89361 0.40672
C -0.48540 -0.55604 0.23420
C -0.64239 0.75033 -0.60758
C -1.93928 1.05537 -0.88882
C 0.46399 1.55341 -1.04476
H 1.27648 -1.56081 -0.41453
H 1.73556 -0.15689 0.37095
H -1.08949 -0.58465 1.19347
H -1.02514 -1.32737 -0.43383
H -2.71145 0.36873 -0.67737
H -2.21185 1.89096 -1.40980
H 0.14992 2.53465 -1.24084
H 1.15624 0.93303 -1.75265
H 1.18359 1.74588 -0.06927
*
```



Record 3
A structure of composition C51H55BBrN13OSV, computed with ωB97M-V/def2-TZVPD.

Output
**HOMO energy (alpha / beta)**: -5.682 / -7.617 eV
**LUMO energy (alpha / beta)**: -0.363 / -0.444 eV
**Energy above the lowest of the compared OMol25 structures with the same formula, charge and spin**: 0.0 kcal per mole
**⟨S²⟩**: 3.7793
**Strongest force on any atom**: 0.0622 hartree/bohr
**E**: -182445.3948 eV

The geometry in ORCA input format:
```
! RIJCOSX wB97M-V def2-TZVPD def2/J DEFGRID3
* xyz 0 4
V 0.13093 -0.19086 -0.11585
C -4.40704 2.65336 0.48143
C -3.66022 1.38579 0.21168
C -4.19215 0.14582 -0.04089
C -3.11115 -0.72283 -0.27396
N -1.97079 -0.01586 -0.17493
N -2.32361 1.27510 0.12782
B -1.33212 2.42631 0.44491
N -0.32280 2.10346 1.57721
N 0.46565 0.98182 1.64356
C 1.07298 1.00216 2.84253
C 0.66969 2.16184 3.52795
C -0.20762 2.82380 2.70643
C -0.88756 4.12908 2.97036
C 2.05758 0.03721 3.51069
C 2.40021 -1.25918 2.77139
C 1.45457 -0.36952 4.86741
C 3.36621 0.80530 3.76746
N -0.59354 2.86899 -0.82325
N 0.25226 2.05545 -1.52626
C 0.68573 2.79670 -2.56073
C 0.10684 4.07538 -2.50630
C -0.69649 4.08245 -1.39166
C -1.53657 5.21149 -0.88345
C 1.65861 2.36260 -3.64477
C 2.99685 1.95427 -3.02551
C 1.07945 1.19924 -4.45006
C 1.91831 3.51956 -4.61268
C -3.39254 -2.19918 -0.58662
C -4.25663 -2.74546 0.56151
C -2.21115 -3.16336 -0.73483
C -4.21616 -2.25637 -1.88739
H -5.47435 2.43912 0.47208
H -4.14862 3.08322 1.45039
H -4.19631 3.40234 -0.28274
H -5.24378 -0.09511 -0.03275
H -1.99089 3.34311 0.82669
H 0.96290 2.47813 4.51645
H -0.56876 4.49979 3.94292
H -0.62559 4.86945 2.21376
H -1.97456 4.03175 2.97786
H 1.60637 -1.98904 2.87999
H 2.58766 -1.11366 1.71644
H 3.30101 -1.68705 3.21960
H 0.48918 -0.86414 4.72688
H 2.12791 -1.06946 5.37019
H 1.30410 0.49131 5.52181
H 3.87969 1.03888 2.83112
H 3.18227 1.74122 4.29874
H 4.03540 0.19268 4.37762
H 0.24899 4.89951 -3.18597
H -1.41938 6.06203 -1.55156
H -2.59349 4.94516 -0.84729
H -1.23896 5.51867 0.11967
H 2.84828 1.20846 -2.25342
H 3.66134 1.54148 -3.79172
H 3.49199 2.81916 -2.57352
H 0.79860 0.38397 -3.79471
H 0.18972 1.51687 -5.00216
H 1.81640 0.83214 -5.17208
H 2.34991 4.38229 -4.09872
H 2.62565 3.19358 -5.37904
H 0.99938 3.83381 -5.11410
H -3.71795 -2.69153 1.51180
H -5.18833 -2.18773 0.67346
H -4.50312 -3.79429 0.36649
H -1.73549 -3.35865 0.21997
H -2.59896 -4.11694 -1.10473
H -1.45972 -2.82286 -1.43265
H -5.10135 -1.61946 -1.83069
H -3.62108 -1.94188 -2.74819
H -4.54572 -3.28382 -2.06351
Br -8.09277 -2.19436 2.80890
C -6.61414 -3.08016 3.60131
C -5.76737 -3.83163 2.80706
C -4.64305 -4.41361 3.37312
C -4.39009 -4.27981 4.73528
C -5.30820 -3.60394 5.53287
C -6.40443 -2.97520 4.96634
N -3.31623 -4.99635 5.33881
N -2.16346 -4.96927 4.88596
C -1.69319 -3.99715 3.96797
C -0.72108 -4.41437 3.09281
C -0.20001 -3.57405 2.11304
C -0.61005 -2.26181 1.96089
O -0.11458 -1.55625 0.96714
C -1.54410 -1.75179 2.93431
N -1.90863 -0.45053 2.86075
C -2.67414 0.05585 3.78674
C -3.07303 -0.66098 4.93198
C -2.74097 -1.98139 5.01528
C -2.03286 -2.60575 3.96350
H -5.97764 -3.95733 1.75312
H -3.97045 -5.00718 2.76490
H -5.14372 -3.55402 6.60337
H -7.09353 -2.41321 5.58152
H -0.40807 -5.45227 3.14566
H 0.53751 -3.94541 1.41144
H -2.96881 1.09581 3.65154
H -3.61759 -0.17061 5.72987
H -2.97880 -2.54625 5.90379
S 4.84724 -3.56535 -4.77716
N 5.14928 -2.69096 -3.45392
C 3.98640 -2.27054 -3.00526
C 3.78449 -1.38859 -1.86421
C 4.79761 -0.73120 -1.20662
C 4.46102 0.22905 -0.23689
C 3.14470 0.43437 0.07617
N 2.12738 -0.25540 -0.48319
C 2.44296 -1.12133 -1.50673
C 1.34830 -1.54494 -2.30240
N 0.12305 -1.02287 -1.94374
C -0.87225 -1.10802 -2.85806
C -0.75974 -1.78782 -4.03892
C 0.45653 -2.41768 -4.36090
C 1.52202 -2.26799 -3.50496
C 2.87955 -2.70205 -3.80730
N 3.23904 -3.43521 -4.83850
H 5.82617 -0.92570 -1.48503
H 5.22640 0.81257 0.25765
H 2.86408 1.18184 0.80548
H -1.78958 -0.59601 -2.60679
H -1.60164 -1.82180 -4.71767
H 0.59109 -2.96054 -5.28872
*
```



Record 4
A cluster of 2 separate species, C5H10N2O in total, computed with ωB97M-V/def2-TZVPD.

Output
**HOMO energy**: -8.365 eV
**LUMO energy**: -1.157 eV
**Energy above the lowest of the compared OMol25 structures with the same formula, charge and spin**: 160.6 kcal per mole
**Strongest force on any atom**: 0.1294 hartree/bohr
**E**: -10368.3389 eV

The geometry in ORCA input format:
```
! RIJCOSX wB97M-V def2-TZVPD def2/J DEFGRID3
* xyz 0 1
N -0.45244 0.94300 0.72353
C 0.53707 0.10782 0.73840
C 0.92935 -0.47113 -0.58305
C -2.28507 -0.40716 -0.61605
C -3.37933 -1.04312 -0.27340
C 2.00606 0.42174 0.11877
N 2.99055 -0.18950 0.62058
O 2.27238 1.67258 -0.43276
H -0.70625 1.32555 1.63419
H -1.51628 0.27567 0.05640
H 0.63576 -0.43184 1.67347
H 1.28437 -1.48115 -0.57757
H 0.51382 0.03879 -1.44337
H -2.21904 -0.04942 -1.65044
H -4.26952 -1.04286 -0.90600
H -3.49905 -1.54595 0.67862
H 3.93800 0.14978 0.51434
H 3.21963 1.72721 -0.27567
*
```



Record 5
A cluster of 2 separate species, C4H12NOS in total, computed with ωB97M-V/def2-TZVPD.

Output
**HOMO energy**: -2.570 eV
**LUMO energy**: 3.661 eV
**Energy above the lowest of the compared OMol25 structures with the same formula, charge and spin**: 19.7 kcal per mole
**Strongest force on any atom**: 0.0335 hartree/bohr
**E**: -18715.9011 eV

The geometry in ORCA input format:
```
! RIJCOSX wB97M-V def2-TZVPD def2/J DEFGRID3
* xyz -1 1
C 1.26581 0.27542 1.53162
N 0.69382 0.49044 0.21081
C -0.72774 0.11903 0.09656
C -1.01526 -0.83536 -1.04826
S -1.30565 -2.56555 -0.41226
C -1.61510 1.39565 0.00675
H 1.67246 1.18309 2.00400
H 0.58754 -0.21927 2.21592
H 2.16728 -0.34098 1.41220
H 0.89965 1.39280 -0.19556
H -1.03321 -0.39338 1.00381
H -1.83079 -0.54652 -1.70798
H -0.18015 -0.80815 -1.76742
H -1.35439 2.23235 0.65919
H -2.67972 1.20420 0.14765
H -1.52410 1.73857 -1.03271
H 1.92118 -2.17926 -0.89202
H 1.66431 -0.75167 -1.10058
O 2.39404 -1.39141 -1.13172
*
```



Record 6
A structure of composition C28H24N7S4SbTi, computed with ωB97M-V/def2-TZVPD.

Output
**HOMO energy**: -7.744 eV
**LUMO energy**: -1.748 eV
**Energy above the lowest of the compared OMol25 structures with the same formula, charge and spin**: 35.4 kcal per mole
**Strongest force on any atom**: 0.0164 hartree/bohr
**E**: -112850.7671 eV

The geometry in ORCA input format:
```
! RIJCOSX wB97M-V def2-TZVPD def2/J DEFGRID3
* xyz 0 1
Ti -0.67437 0.87101 -0.35157
C -2.80211 -2.84473 -0.19761
C -2.52601 -1.53184 -0.07901
N -1.38427 -0.93725 -0.54969
C -0.38167 -1.83152 -1.15587
C -0.84190 -3.26987 -1.29398
N -1.93642 -3.72327 -0.84115
C 0.86293 -1.67287 -0.30740
C 1.90115 -2.55812 -0.12325
C 2.99505 -2.15547 0.64869
C 3.01160 -0.86674 1.17395
C 1.93946 -0.02731 0.92007
N 0.89001 -0.44977 0.21083
C 1.76331 1.37070 1.30527
C 2.75755 2.17493 1.75941
N 2.52705 3.51356 2.03130
C 1.36512 3.98526 1.78519
C 0.25165 3.19883 1.17305
N 0.48823 1.80075 1.06025
C 4.11475 -3.08845 0.89208
C 3.87921 -4.43089 1.17298
C 4.96419 -5.26891 1.38104
N 6.22796 -4.86181 1.32166
C 6.44864 -3.57927 1.05365
C 5.43634 -2.65728 0.83636
H -3.71949 -3.26757 0.18283
H -3.22897 -0.88049 0.42018
H -0.17030 -3.94260 -1.81679
H 1.87913 -3.53766 -0.58132
H 3.83305 -0.53260 1.79214
H 3.76014 1.81003 1.92887
H 1.16920 5.02879 2.01595
H -0.70867 3.42132 1.64558
H 2.86954 -4.81329 1.24836
H 4.81444 -6.31859 1.60846
H 7.48877 -3.27605 1.00533
H 5.67560 -1.62833 0.60099
C -3.21164 0.49476 -2.34710
N -2.34578 1.60470 -1.90254
C -1.89261 2.29231 -3.12945
C -3.19129 2.54595 -1.13225
C -3.30259 2.11506 0.30280
C -4.39803 2.49294 1.07325
C -4.45908 2.14162 2.41174
C -3.42725 1.40576 2.98182
C -2.34078 1.02786 2.20791
C -2.25341 1.37025 0.85543
H -3.93718 0.86517 -3.07954
H -3.75536 0.07610 -1.50501
H -2.62032 -0.28831 -2.81635
H -2.75246 2.72547 -3.65417
H -1.40505 1.58567 -3.79388
H -1.19566 3.09350 -2.90152
H -4.17972 2.62858 -1.59987
H -2.73347 3.53447 -1.17047
H -5.20425 3.06056 0.62098
H -5.31061 2.43871 3.01054
H -3.47021 1.13293 4.02884
H -1.54407 0.44827 2.66422
S 1.68851 4.07840 -3.65979
Sb 2.00134 3.05277 -1.70429
S 0.59868 0.37822 -2.55062
S -0.09051 3.81065 -0.60494
S -0.21306 -2.09133 -3.92816
C 0.00595 -1.24372 -2.55438
*
```



Q: Number 2 is which compound?
A: C6H9O2